# 1
C21H39Cl6FO18 as an isolated structure, computed with ωB97M-V/def2-TZVPD.

Each line ends with the Löwdin charge.
Cartesian coordinates (Å):
C  3.626  -0.799  -5.243  -0.1100
O  2.834  -0.422  -4.137  -0.0203
C  1.870  -1.211  -3.595  -0.4659
O  1.160  -0.789  -2.711  0.1408
O  1.770  -2.389  -4.174  0.0303
C  0.838  -3.308  -3.699  -0.0300
H  3.087  -1.185  -6.108  0.1324
H  4.421  -1.450  -4.879  0.1218
H  4.255  0.000  -5.636  0.0393
H  -0.196  -3.042  -3.921  0.1096
H  1.015  -3.602  -2.664  0.0858
H  0.986  -4.194  -4.316  0.1004
C  3.241  0.849  2.078  -0.1122
O  3.561  -0.255  2.800  0.0397
C  3.045  -1.452  2.527  -0.4312
O  2.075  -1.782  1.830  -0.0074
O  3.649  -2.345  3.393  0.0051
C  3.270  -3.712  3.255  -0.0538
H  2.194  0.995  1.811  0.0269
H  3.963  0.992  1.274  0.1119
H  3.373  1.708  2.736  0.0710
H  3.525  -4.080  2.261  0.0794
H  2.202  -3.898  3.372  0.0640
H  3.756  -4.272  4.054  0.1036
C  -4.550  2.853  1.949  -0.0045
O  -4.385  1.480  2.407  0.0464
C  -3.178  0.896  2.329  -0.5569
O  -2.139  1.401  1.978  -0.0308
O  -3.258  -0.222  2.980  0.0196
C  -2.204  -1.147  3.000  -0.2900
H  -5.600  2.923  1.665  0.1008
H  -3.962  3.125  1.072  0.0949
H  -4.442  3.577  2.757  0.0789
H  -1.749  -1.190  2.011  -0.0307
H  -2.552  -2.132  3.311  0.0825
H  -1.478  -0.739  3.704  0.0435
C  -1.933  3.986  2.934  -0.0748
O  -1.610  3.420  1.661  -0.1473
C  -1.448  4.177  0.522  -0.4651
O  -1.169  5.390  0.569  0.1049
O  -1.421  3.361  -0.551  -0.0001
C  -1.757  2.005  -0.571  -0.1321
H  -1.883  3.277  3.761  0.0933
H  -2.969  4.323  2.944  0.0695
H  -1.369  4.880  3.202  0.1049
H  -1.201  1.440  0.177  0.0977
H  -1.428  1.535  -1.498  0.0448
H  -2.832  1.826  -0.566  0.1462
C  3.726  1.497  -5.163  -0.0575
O  2.997  1.543  -3.939  -0.0112
C  1.708  1.815  -3.894  -0.5841
O  0.947  2.059  -4.814  0.1319
O  1.315  1.935  -2.619  0.0463
C  -0.033  2.062  -2.104  -0.0721
H  3.242  0.781  -5.827  0.0766
H  4.730  1.135  -4.943  0.1192
H  3.778  2.462  -5.666  0.1243
H  -0.488  3.052  -2.105  0.1351
H  -0.051  1.717  -1.070  0.0336
H  -0.812  1.547  -2.666  0.1350
C  0.125  0.038  -0.585  -0.0916
C  0.082  -1.025  0.482  -0.3000
O  -0.906  -1.926  -0.079  -0.0190
C  -1.688  -1.256  -0.860  -0.5415
O  -2.611  -1.733  -1.500  0.0645
O  -1.210  0.019  -0.986  -0.0512
F  -0.244  -0.562  1.678  -0.0074
H  0.721  -0.220  -1.461  0.0707
H  0.456  1.023  -0.254  0.1421
H  1.047  -1.504  0.647  0.0889
C  0.147  -3.558  1.675  -0.9724
Cl  -1.236  -4.677  1.825  0.5824
Cl  1.315  -4.084  0.469  0.6560
H  -0.172  -2.530  1.499  -0.0126
H  0.712  -3.569  2.607  0.0069
C  -3.884  -2.798  -0.069  -0.8451
Cl  -2.938  -2.159  1.291  0.8678
Cl  -5.350  -3.681  0.565  0.4630
H  -4.180  -2.022  -0.776  0.0482
H  -3.223  -3.540  -0.516  0.0390
C  -0.335  1.437  3.365  -0.9367
Cl  -0.071  0.672  4.948  0.5958
Cl  0.913  2.665  2.952  0.6700
H  -0.228  0.665  2.603  -0.0067
H  -1.305  1.916  3.230  -0.0146

Calculated values
**Molar mass**: 811.2 g mol⁻¹
**E_LUMO**: 0.0063 Eh
**Net charge**: 0
**Energy relative to the best compared isomer or geometry (same formula, charge and spin)**: 469.64 kcal/mol

# 2
One molecule with the formula C4H8N2O, computed with ωB97M-V/def2-TZVPD.

Each line ends with the Löwdin charge.
Cartesian coordinates (Å):
C  -2.381  0.204  0.199  -0.0959
N  -1.175  -0.431  -0.300  -0.0437
C  0.058  -0.332  0.318  -0.4075
N  0.183  -0.580  1.564  0.1528
C  1.234  -0.191  -0.631  -0.3638
O  1.113  -0.785  -1.684  0.0834
C  2.502  0.554  -0.289  -0.0081
H  -2.792  0.871  -0.568  0.0791
H  -2.151  0.810  1.082  0.0865
H  -3.163  -0.513  0.481  0.0765
H  -1.166  -0.790  -1.236  0.1169
H  -0.754  -0.992  1.701  0.0622
H  3.118  -0.041  0.394  0.0913
H  3.059  0.697  -1.221  0.0851
H  2.314  1.519  0.190  0.0852

Calculated values
**SMILES string**: [H]/N=C(\NC)C(C)=O
**Molar mass**: 100.1 g mol⁻¹
**E_LUMO**: 0.0238 Eh
**Net charge**: 0
**Energy relative to the best compared isomer or geometry (same formula, charge and spin)**: 42.57 kcal/mol

# 3
A 3-piece molecular cluster, C26H39ClFN3O5 overall, computed with ωB97M-V/def2-TZVPD.

Each line ends with the Löwdin charge.
Cartesian coordinates (Å):
C  -2.690  0.654  3.089  -0.1083
C  -2.726  1.510  1.801  -0.2210
C  -1.722  1.026  0.734  -0.1605
C  -0.996  2.143  -0.025  -0.1601
O  -0.648  3.279  0.757  -0.1064
C  0.538  3.214  1.469  -0.4295
C  0.462  2.332  2.658  -0.1638
N  0.426  1.679  3.595  0.2552
C  1.798  2.933  0.617  -0.0472
C  2.205  1.490  0.415  -0.2177
C  2.634  0.642  1.431  -0.0287
C  3.003  -0.667  1.156  -0.0284
C  2.972  -1.184  -0.132  -0.2717
C  3.341  -2.608  -0.445  -0.0489
C  2.579  -0.331  -1.164  -0.0353
C  2.206  0.975  -0.882  -0.0561
C  0.704  4.686  2.083  -0.5847
Cl  -0.857  5.188  2.828  0.8279
C  1.707  4.711  3.133  -0.2365
N  2.671  4.638  3.744  0.2374
C  1.058  5.699  0.985  -0.4091
O  2.193  5.921  0.689  0.1794
N  -0.048  6.342  0.282  0.1387
C  -0.180  7.699  0.703  -0.5362
O  -1.013  8.104  1.431  0.1776
F  0.732  8.516  0.184  0.1442
H  -2.728  1.287  3.974  0.0645
H  -1.774  0.075  3.172  0.0491
H  -3.543  -0.021  3.135  0.0635
H  -2.570  2.548  2.078  0.0868
H  -3.719  1.385  1.372  0.0903
H  -2.217  0.358  0.033  0.1151
H  -0.962  0.420  1.236  0.0955
H  -1.677  2.517  -0.790  0.1323
H  -0.157  1.704  -0.561  0.0997
H  1.638  3.396  -0.356  0.1333
H  2.642  3.462  1.060  0.1307
H  2.683  1.007  2.447  0.1047
H  3.316  -1.301  1.976  0.1177
H  3.548  -2.749  -1.501  0.0721
H  2.592  -3.312  -0.088  0.0822
H  4.268  -2.852  0.080  0.0828
H  2.545  -0.657  -2.194  0.1094
H  1.890  1.613  -1.701  0.1125
H  0.200  6.359  -0.705  0.1486
C  3.941  -8.478  -0.955  -0.0795
C  4.038  -6.964  -0.874  -0.2886
O  5.309  -6.488  -0.474  -0.1631
C  6.396  -6.831  -1.314  -0.2826
C  6.266  -6.313  -2.736  -0.0798
H  4.214  -8.929  0.000  0.0823
H  2.921  -8.776  -1.202  0.0767
H  4.601  -8.889  -1.719  0.0658
H  3.338  -6.600  -0.121  0.1159
H  3.739  -6.505  -1.824  0.1058
H  6.555  -7.915  -1.310  0.1070
H  7.275  -6.386  -0.848  0.1180
H  5.415  -6.755  -3.257  0.0653
H  7.164  -6.553  -3.307  0.0766
H  6.130  -5.230  -2.737  0.0787
C  -8.178  0.231  -0.227  -0.0792
C  -7.099  1.299  -0.176  -0.2814
O  -5.859  0.891  -0.725  -0.1718
C  -5.871  0.517  -2.090  -0.2836
C  -6.316  1.624  -3.030  -0.0796
H  -7.839  -0.678  0.272  0.0819
H  -9.080  0.586  0.271  0.0772
H  -8.445  -0.032  -1.251  0.0654
H  -6.889  1.548  0.864  0.1173
H  -7.445  2.222  -0.655  0.1079
H  -6.480  -0.383  -2.235  0.1076
H  -4.843  0.238  -2.324  0.1151
H  -7.352  1.917  -2.855  0.0660
H  -6.237  1.291  -4.066  0.0766
H  -5.694  2.510  -2.899  0.0808

Calculated values
**SMILES string**: CCCCO[C@@](C#N)(Cc1ccc(C)cc1)[C@@](Cl)(C#N)C(=O)NC(=O)F.CCOCC.CCOCC
**Molar mass**: 528.1 g mol⁻¹
**E_LUMO**: -0.0120 Eh
**Net charge**: 0

# 4
One molecule with the formula C7H11Cl2FOSi, computed with ωB97M-V/def2-TZVPD.

Each line ends with the Löwdin charge.
Cartesian coordinates (Å):
C  1.066  -2.797  -0.218  -0.1656
C  1.224  -1.223  -0.574  -0.3478
Si  0.578  -0.096  0.832  0.6288
C  0.946  1.789  0.541  -0.1826
C  1.345  2.070  -0.994  -0.3564
O  2.486  1.778  -1.443  0.0552
F  0.458  2.706  -1.934  -0.0010
C  -1.255  -0.447  1.305  -0.6865
Cl  -1.622  -1.615  2.699  0.4777
C  -2.358  0.163  0.617  -0.6689
C  -2.146  1.155  -0.639  -0.1127
Cl  -4.076  -0.183  1.155  0.5374
H  0.432  -2.882  0.730  0.0414
H  2.095  -3.271  0.008  0.0802
H  0.639  -3.398  -1.102  0.0804
H  0.822  -0.951  -1.623  0.0842
H  2.368  -1.026  -0.637  0.0861
H  1.370  -0.454  2.034  0.0092
H  0.084  2.472  0.889  0.0902
H  1.854  2.088  1.196  0.1070
H  -3.180  1.444  -1.060  0.0868
H  -1.608  2.126  -0.376  0.0630
H  -1.523  0.551  -1.405  0.0939

Calculated values
**SMILES string**: CC[Si@@H](CC(=O)F)/C(Cl)=C(\C)Cl
**Molar mass**: 229.2 g mol⁻¹
**E_LUMO**: 0.0084 Eh
**Net charge**: 0